# 1
{
  "formula": "C4H14N2Si2",
  "method": "ωB97M-V with the def2-TZVPD basis set",
  "e_above_lowest_kj_mol": 0.00,
  "energy_ev": -23113.943,
  "homo_lumo_gap_ev": 9.54,
  "e_homo_ev": -8.7,
  "symbols": ["H", "H", "H", "H", "H", "N", "H", "H", "H", "H", "H", "C", "H", "C", "C", "Si", "H", "N", "H", "H", "C", "Si"],
  "positions_angstrom": [[1.553, -2.294, 0.650], [-2.324, -1.979, 0.967], [0.049, 0.367, -2.093], [-1.530, -2.330, -0.557], [-2.614, 1.944, 1.111], [0.123, 0.372, 1.327], [3.134, -1.557, 0.475], [3.510, 1.078, -0.635], [-3.641, 1.220, -0.110], [-2.376, 2.350, -0.571], [-3.142, -1.633, -0.537], [-2.627, 1.541, 0.105], [2.210, -1.992, -0.946], [-2.174, -1.620, -0.046], [2.603, 1.487, -0.201], [1.305, 0.129, 0.099], [2.876, 1.976, 0.727], [-0.012, 0.254, -1.097], [0.116, -0.080, 2.226], [2.217, 2.247, -0.870], [2.132, -1.592, 0.059], [-1.388, 0.113, -0.082]],
  "forces_ev_per_a": [[-0.15, -0.12, 0.08], [-0.02, 0.03, 0.25], [-0.01, -0.04, -0.08], [0.17, -0.01, -0.06], [0.15, -0.05, 0.25], [-2.10, -0.51, -1.57], [0.24, 0.00, 0.11], [0.16, -0.09, -0.10], [-0.19, -0.07, -0.07], [0.11, 0.15, -0.16], [-0.21, 0.04, -0.13], [0.30, -0.71, -0.34], [0.00, 0.03, -0.27], [0.17, 0.72, -0.03], [-0.36, -0.60, 0.15], [-0.57, 0.03, -0.68], [0.05, 0.09, 0.27], [0.12, -0.01, -0.42], [0.00, -0.04, 0.10], [-0.15, 0.12, -0.10], [-0.21, 0.69, 0.22], [2.48, 0.35, 2.57]]
}

---

# 2
{
  "formula": "CH6N2O2",
  "method": "ωB97M-V with the def2-TZVPD basis set",
  "smiles": "NC(N)=O.O",
  "e_above_lowest_kj_mol": 114.17,
  "energy_ev": -8209.692,
  "homo_lumo_gap_ev": 10.92,
  "e_homo_ev": -10.2,
  "symbols": ["H", "H", "H", "H", "N", "N", "O", "O", "C", "H", "H"],
  "positions_angstrom": [[-1.492, -0.385, -0.015], [-1.109, -1.973, -0.257], [1.910, 0.425, 1.227], [-0.485, 0.742, -1.332], [1.115, 0.291, 0.549], [-0.766, -1.013, -0.121], [0.753, -1.835, 1.507], [-0.524, 1.669, -1.339], [0.442, -0.976, 0.699], [-1.009, 2.128, -0.678], [1.165, 0.928, -0.241]],
  "forces_ev_per_a": [[-1.27, 1.65, 0.70], [0.28, 0.77, 0.38], [-1.37, -0.49, -1.15], [-0.66, -1.87, 0.65], [1.12, -1.71, 2.18], [2.95, -3.00, -0.32], [-0.15, 1.10, -1.57], [1.15, 2.38, -2.01], [-0.76, 2.20, 0.11], [-0.66, -0.33, 0.98], [-0.65, -0.70, 0.06]]
}

---

# 3
{
  "formula": "C12H23N3O3Si",
  "method": "ωB97M-V with the def2-TZVPD basis set",
  "smiles": "NCCO[Si](OCCN)(OCCN)c1ccccc1",
  "e_above_lowest_kj_mol": 136.34,
  "energy_ev": -31308.967,
  "homo_lumo_gap_ev": 9.64,
  "e_homo_ev": -8.8,
  "symbols": ["H", "H", "H", "H", "H", "H", "C", "H", "C", "C", "C", "H", "H", "C", "H", "N", "H", "H", "H", "C", "H", "N", "O", "N", "H", "C", "C", "H", "H", "O", "C", "H", "C", "C", "H", "Si", "H", "H", "H", "H", "C", "O"],
  "positions_angstrom": [[-4.479, -2.528, 1.547], [1.545, 4.215, -0.009], [-3.296, -3.836, -0.226], [2.071, 2.118, 0.936], [-3.205, -0.940, 2.796], [3.616, -0.637, 1.558], [-2.855, -2.942, 0.213], [2.369, 1.605, -0.684], [-2.710, -1.305, 1.944], [-3.478, -2.225, 1.210], [1.054, 3.297, -0.559], [-0.775, 2.536, -0.845], [0.989, -2.137, 1.915], [-1.614, -2.596, -0.188], [0.910, 1.240, -2.030], [-1.752, 0.985, -1.959], [1.361, 3.466, -1.585], [2.784, 0.657, 3.118], [1.445, 0.404, 2.217], [-0.857, 0.918, -3.133], [2.531, -2.919, 1.308], [-0.350, 3.383, -0.381], [0.495, -0.734, -2.103], [2.067, -0.008, 2.844], [-0.486, 3.254, 0.647], [2.863, -1.089, 2.269], [-1.507, -0.994, 1.434], [3.306, -1.580, 3.110], [-1.007, 1.903, -3.628], [0.546, 1.005, 0.055], [0.565, 0.553, -2.793], [-1.380, 0.284, -3.841], [1.601, 1.954, -0.005], [-1.000, -1.442, 0.241], [-2.705, 1.198, -2.267], [0.535, -0.622, -0.430], [1.086, 0.424, -3.779], [-1.820, 0.076, -1.417], [-1.253, -3.222, -1.016], [-1.013, -0.228, 1.970], [2.026, -1.984, 1.444], [1.779, -1.507, 0.101]],
  "forces_ev_per_a": [[0.42, 0.34, -0.19], [-0.66, -1.84, -0.76], [-0.20, 0.32, 0.09], [0.10, -0.14, 1.07], [0.17, 0.92, 1.13], [-0.12, -0.80, 0.77], [-1.50, -0.98, 0.62], [0.48, -0.22, -0.08], [-2.71, -2.31, -1.43], [-0.36, -0.56, 1.18], [1.62, 1.66, 1.31], [0.10, 1.11, 0.77], [1.56, -0.07, -0.29], [1.05, -0.51, -2.99], [0.61, 0.54, -1.09], [-0.22, -0.90, 1.20], [-0.22, -0.25, -0.41], [-0.74, 0.48, 0.20], [-0.97, 0.85, -1.36], [-2.31, 0.95, -0.27], [0.08, -0.71, 0.01], [-1.38, -0.58, 0.50], [0.61, 0.77, 0.78], [1.67, -0.52, 1.80], [-0.39, 0.12, -1.22], [-0.11, 1.87, -1.37], [0.71, 2.26, 0.64], [0.56, -0.66, 0.16], [0.89, -0.20, 0.39], [0.20, -1.86, 0.28], [-1.35, -1.32, -0.55], [0.83, -0.89, -0.50], [0.17, 0.30, -1.33], [1.01, -0.14, 0.52], [0.51, -0.07, 0.18], [-0.46, 0.25, -0.53], [0.22, 0.31, 1.33], [0.13, 1.34, -1.19], [0.41, 0.59, 0.25], [0.85, 0.89, 0.34], [-2.33, -0.67, -0.41], [1.05, 0.33, 0.46]]
}

---

# 4
{
  "formula": "C6H16",
  "method": "ωB97M-V with the def2-TZVPD basis set",
  "smiles": "CCC.CCC",
  "e_above_lowest_kj_mol": 258.10,
  "energy_ev": -6478.983,
  "homo_lumo_gap_ev": 11.58,
  "e_homo_ev": -10.6,
  "symbols": ["H", "H", "H", "C", "H", "H", "H", "H", "H", "H", "C", "H", "C", "H", "H", "H", "H", "C", "C", "H", "C", "H"],
  "positions_angstrom": [[2.067, 0.135, 1.679], [2.872, 2.060, 0.155], [-0.188, 2.214, -0.162], [0.842, 2.630, -0.064], [0.914, 1.287, 2.386], [-1.352, -2.681, 1.279], [-1.357, -3.429, -0.412], [0.032, -2.859, 0.250], [0.630, 3.484, 0.645], [-1.025, -0.507, -0.073], [-1.043, -2.560, 0.264], [1.989, 0.764, -0.314], [1.956, 1.713, 0.429], [-2.596, -1.367, 0.168], [-2.478, -0.401, -2.436], [0.976, 3.143, -0.936], [-2.381, -2.313, -2.158], [1.931, 1.169, 1.894], [-1.842, -1.370, -1.945], [-0.975, -1.450, -2.557], [-1.602, -1.375, -0.519], [2.629, 1.713, 2.426]],
  "forces_ev_per_a": [[0.69, -0.89, 1.14], [2.71, 1.70, -0.18], [0.87, -0.48, 0.18], [-1.97, 0.26, 3.36], [1.16, -0.05, -0.69], [-0.60, 0.12, 0.41], [-0.36, 0.34, 1.48], [-0.15, 1.27, -0.07], [0.53, -0.78, -0.19], [-0.71, -0.29, -1.06], [1.39, -3.30, -3.42], [-0.58, 1.73, 1.56], [-2.86, -3.29, -1.73], [1.44, 0.78, -2.28], [1.63, -2.72, 1.77], [1.02, 0.93, -2.66], [-0.25, 0.56, -0.28], [-3.24, 0.42, -2.30], [-2.49, 0.95, -2.77], [1.04, 0.17, -0.30], [-0.92, 2.15, 6.54], [1.64, 0.43, 1.51]]
}

---

# 5
{
  "formula": "C6H12",
  "method": "ωB97M-V with the def2-TZVPD basis set",
  "smiles": "C=C/C=C/CC.[H][H]",
  "e_above_lowest_kj_mol": 224.73,
  "energy_ev": -6414.612,
  "homo_lumo_gap_ev": 9.99,
  "e_homo_ev": -8.7,
  "symbols": ["C", "H", "H", "H", "C", "C", "H", "H", "H", "C", "H", "C", "H", "H", "H", "H", "C", "H"],
  "positions_angstrom": [[0.191, 0.459, -0.658], [-1.484, -1.002, 1.714], [0.726, -1.112, 0.601], [-0.608, 1.080, -1.065], [-0.102, -0.547, 0.170], [1.565, 0.832, -1.039], [-1.623, -2.023, 0.305], [2.128, 0.958, 1.798], [1.722, 1.049, 2.415], [-1.472, -0.979, 0.615], [1.741, 1.894, -1.210], [2.586, -0.015, -1.183], [-2.674, -0.131, -0.988], [-2.525, 0.916, 0.434], [3.584, 0.339, -1.428], [-3.582, -0.503, 0.487], [-2.628, -0.124, 0.107], [2.454, -1.091, -1.073]],
  "forces_ev_per_a": [[-0.07, -0.14, 0.08], [0.01, 0.00, -0.15], [-0.11, 0.08, -0.06], [0.12, -0.11, 0.09], [0.07, 0.11, -0.06], [0.16, -0.10, -0.02], [0.04, 0.12, 0.04], [-0.03, 0.01, 0.06], [0.05, 0.00, -0.02], [-0.01, 0.00, 0.01], [-0.02, -0.15, 0.02], [-0.12, 0.09, 0.00], [-0.01, 0.01, 0.15], [-0.01, -0.15, -0.05], [-0.19, -0.05, 0.03], [0.14, 0.06, -0.07], [-0.03, 0.03, -0.03], [0.01, 0.18, -0.01]]
}

---

# 6
{
  "formula": "H2O2",
  "method": "ωB97M-V with the def2-TZVPD basis set",
  "smiles": "OO",
  "e_above_lowest_kj_mol": 77.28,
  "energy_ev": -4123.598,
  "homo_lumo_gap_ev": 11.89,
  "e_homo_ev": -10.7,
  "symbols": ["H", "O", "O", "H"],
  "positions_angstrom": [[0.835, -0.628, 0.366], [0.719, 0.092, -0.047], [-0.721, -0.118, -0.033], [-0.817, 0.836, 0.279]],
  "forces_ev_per_a": [[2.82, -8.53, 5.03], [-1.51, 7.05, -4.94], [-0.06, 3.33, 0.42], [-1.24, -1.85, -0.51]]
}